# 1
11
Properties=species:S:1:pos:R:3 method="wB97M-V/def2-TZVPD" smiles="C=C=C1C=NN=C1" max_force_ev_per_a=0.39
C -1.98080 1.06240 -0.53089
C -1.05047 0.34475 0.01721
C 0.07536 -0.24453 0.35348
C 1.30517 0.47730 0.67385
N 2.33283 -0.25774 0.43100
N 1.89037 -1.54244 0.01244
C 0.60285 -1.55056 -0.02852
H -2.95816 1.29167 -0.12313
H 1.37303 1.51682 0.97449
H -1.67817 1.46412 -1.49435
H 0.03259 -2.42061 -0.33274


# 2
11
Properties=species:S:1:pos:R:3 method="wB97M-V/def2-TZVPD" max_force_ev_per_a=6.85
C 0.33372 -0.92151 -1.66887
C -0.52947 1.19743 0.79678
C -1.32564 0.46176 0.00265
C 0.62841 0.37326 0.52723
C -0.13039 -0.44441 -0.44222
N 0.56310 -1.33245 -2.72531
N 0.27237 -0.93452 0.90084
H -0.61678 2.15427 1.38205
H -2.46149 0.47309 -0.18244
H 2.20689 0.58562 0.37788
H 1.05928 -1.61255 1.03141


# 3
11
Properties=species:S:1:pos:R:3 method="wB97M-V/def2-TZVPD" max_force_ev_per_a=2.20
C 3.00240 -0.96741 0.48089
C 1.80687 -0.59297 0.57053
C 0.49028 -0.18266 0.40121
C -0.75845 -0.84249 0.40131
N -1.62932 -0.01318 -0.21578
N -1.16153 1.09761 -0.69077
C 0.19159 1.06344 -0.33852
H 1.04591 0.40425 -0.87078
H -1.04741 -1.80061 0.80440
H -2.62929 -0.18539 -0.31928
H 0.68894 2.01940 -0.22320


The following relative energy (zero: lowest compared OMol25 entry of this formula, charge and spin) values (in kJ/mol) correspond, in order, to the records above: 278.4 582.9 658.8.